Below is a molecular structure, C26H34AsCl3O2SSeSiSn, with properties calculated with ωB97M-V/def2-TZVPD.

Its largest force on an atom is 0.027 hartree/bohr. As for the HOMO-LUMO gap: 8.16 eV. The value obtained for the total energy is -219907.80723 eV. For the energy relative to the best compared isomer or geometry (same formula, charge and spin), the calculation gives 28.35 kJ/mol. Its HOMO energy is -7.761 eV.

CARTESIAN COORDINATES (ANGSTROEM)
Sn1 -0.456 -1.046 0.333
Cl1 -2.816 3.638 5.960
C1 -2.033 2.722 4.714
C2 -2.800 2.029 3.797
C3 -2.170 1.288 2.812
Cl2 -3.145 0.400 1.698
C4 -0.765 1.225 2.680
O1 -0.116 0.585 1.741
C5 -0.041 1.960 3.645
Cl3 1.683 1.919 3.537
C6 -0.651 2.687 4.648
H1 -3.879 2.066 3.845
H2 -0.049 3.223 5.367
C7 4.654 -1.836 -1.753
Si1 3.506 -2.727 -0.540
C8 2.581 -4.151 -1.375
C9 4.535 -3.322 0.928
Se1 2.073 -1.047 0.274
H3 5.590 -2.383 -1.880
H4 4.887 -0.845 -1.358
H5 4.200 -1.703 -2.736
H6 3.298 -4.857 -1.801
H7 1.938 -3.792 -2.179
H8 1.955 -4.692 -0.665
H9 5.409 -3.878 0.584
H10 3.961 -3.959 1.601
H11 4.875 -2.457 1.500
C10 -1.845 -4.303 4.419
As1 -1.167 -3.092 3.018
C11 -0.223 -4.457 1.965
C12 0.412 -2.460 3.990
H12 -1.035 -4.922 4.805
H13 -2.619 -4.949 4.006
H14 -2.278 -3.729 5.236
H15 0.385 -5.086 2.617
H16 0.435 -3.971 1.242
H17 -0.921 -5.092 1.418
H18 0.996 -3.306 4.357
H19 0.114 -1.840 4.835
H20 1.041 -1.855 3.334
O2 -0.712 0.898 -1.053
S1 0.428 1.878 -0.848
C13 -0.400 3.418 -0.257
C14 -1.594 3.781 -1.078
C15 -1.544 4.815 -2.012
C16 -2.639 5.096 -2.816
C17 -3.792 4.334 -2.709
C18 -3.853 3.304 -1.780
C19 -2.765 3.035 -0.964
C20 0.863 2.422 -2.579
C21 0.488 1.335 -3.537
C22 -0.732 1.380 -4.201
C23 -1.149 0.310 -4.976
C24 -0.357 -0.824 -5.082
C25 0.866 -0.872 -4.426
C26 1.289 0.204 -3.664
H21 0.378 4.184 -0.263
H22 -0.665 3.181 0.774
H23 -0.649 5.421 -2.100
H24 -2.590 5.909 -3.528
H25 -4.648 4.549 -3.335
H26 -4.751 2.706 -1.690
H27 -2.820 2.241 -0.232
H28 1.936 2.608 -2.556
H29 0.323 3.338 -2.793
H30 -1.364 2.257 -4.105
H31 -2.104 0.355 -5.483
H32 -0.689 -1.667 -5.675
H33 1.489 -1.755 -4.498
H34 2.241 0.169 -3.151